The following is a DFT calculation (ωB97M-V/def2-TZVPD) of C22H54AlB3Br6O10S5 as an isolated structure in a non-equilibrium geometry.

Computed properties:
Frontier orbital gap: 4.5 eV
E_LUMO: -5.21 eV
HOMO level: -9.687 eV

Positions of all 101 atoms, in Å:
Al1 -1.88450 1.96158 2.12250
B1 -0.09634 0.98599 0.01731
H1 -1.24374 1.17208 -0.20650
H2 0.11295 0.80568 1.17589
H3 0.20430 -0.00441 -0.53518
H4 0.60009 1.80923 -0.41612
B2 -4.11861 1.15307 0.63737
H5 -4.34990 1.44476 1.78758
H6 -3.32808 0.29531 0.63569
H7 -5.15094 0.90012 0.15159
H8 -3.65261 2.11206 0.13913
B3 -0.26826 1.68310 4.61775
H9 0.20946 1.27923 3.61765
H10 -1.43419 1.36068 4.58129
H11 0.23621 1.21755 5.56448
H12 -0.19899 2.84905 4.59918
C1 2.67171 1.54649 -3.09272
Br1 4.22949 2.73158 -2.95105
Br2 3.36694 -0.17748 -3.69998
Br3 1.45205 2.23647 -4.44294
H13 2.17008 1.46341 -2.13532
C2 -0.87106 -1.40992 -4.90611
Br4 0.10060 -0.43052 -6.29137
Br5 -0.07058 -1.00782 -3.15690
Br6 -0.84556 -3.35103 -5.22977
H14 -1.89406 -1.05678 -4.87819
C3 -1.94865 -3.48085 -0.98424
C4 -2.77895 -2.34514 -0.25944
C5 -3.56796 -1.65757 -1.34072
S1 -4.23869 -2.99600 -2.37008
O1 -4.02081 -2.64330 -3.75743
O2 -5.54904 -3.34963 -1.88526
C6 -2.95797 -4.19022 -1.86719
H15 -1.55942 -4.13526 -0.20937
H16 -1.19920 -2.97404 -1.58091
H17 -2.07355 -1.66569 0.22116
H18 -3.40330 -2.75985 0.53517
H19 -2.88162 -1.02241 -1.90390
H20 -4.38513 -1.02864 -0.99558
H21 -2.46956 -4.45032 -2.80532
H22 -3.50245 -4.99328 -1.37446
C7 0.96275 -3.43891 2.92628
C8 0.85065 -3.18172 4.45097
C9 -0.03715 -1.95416 4.60647
S2 -1.28334 -2.05171 3.36937
O3 -1.39159 -0.79353 2.64359
O4 -2.52409 -2.58881 3.87329
C10 -0.43178 -3.24930 2.31606
H23 1.42111 -4.38533 2.64925
H24 1.60388 -2.64310 2.53802
H25 1.87332 -2.97420 4.76725
H26 0.50425 -4.05514 5.00101
H27 0.45946 -1.00282 4.41746
H28 -0.52296 -1.99515 5.58001
H29 -0.48147 -2.89402 1.29168
H30 -1.04855 -4.13435 2.48319
C11 -3.38907 1.97285 -2.94924
C12 -3.93769 3.28534 -3.48053
C13 -3.39634 4.36094 -2.52330
S3 -1.75890 3.73940 -1.97919
O5 -1.81567 3.58341 -0.53727
O6 -0.76545 4.57025 -2.61261
C14 -1.89138 2.13006 -2.89736
H31 -3.62670 1.13516 -3.61005
H32 -3.86444 1.77685 -1.98803
H33 -5.02431 3.36677 -3.50931
H34 -3.61986 3.49851 -4.50471
H35 -4.05505 4.26191 -1.66001
H36 -3.33644 5.36192 -2.93654
H37 -1.28122 1.36588 -2.42877
H38 -1.53772 2.38501 -3.89608
C15 4.34100 2.68545 1.09194
C16 4.40689 4.19921 1.51599
C17 3.02437 4.67307 1.95401
S4 1.85677 3.73042 0.92914
O7 1.84211 4.28829 -0.39813
O8 0.65306 3.51551 1.71655
C18 2.88528 2.23923 0.93969
H39 4.92413 2.18032 1.86413
H40 4.86689 2.46040 0.16524
H41 4.60102 4.71282 0.57172
H42 5.18250 4.41989 2.24204
H43 2.75448 5.69567 1.69875
H44 2.82447 4.37817 2.98334
H45 2.55747 1.64590 0.09319
H46 2.46037 1.75960 1.82614
C19 4.54545 -2.57231 1.10184
C20 4.13283 -1.22026 0.49876
C21 2.74670 -1.35635 -0.08308
S5 2.67742 -3.05135 -0.78872
O9 2.93985 -2.91995 -2.19873
O10 1.52350 -3.77946 -0.29148
C22 4.11865 -3.68982 0.13245
H47 4.13700 -2.77866 2.08962
H48 5.63476 -2.55161 1.10341
H49 4.79000 -0.98128 -0.34486
H50 4.25531 -0.37758 1.17884
H51 2.39105 -0.64195 -0.81721
H52 2.06591 -1.49006 0.76250
H53 4.86725 -3.84208 -0.64709
H54 3.92913 -4.66054 0.58146

Forces on atoms 1 to 6 (eV/Å):
1.4 -3.0 -1.6
-0.3 0.5 0.4
-1.2 0.3 -0.3
0.4 -0.1 1.4
-0.4 -1.5 0.1
0.1 1.2 -0.2

Results of the Mulliken charge analysis, in e, for atoms 1 through 99: atom 1 (Al): 0.739, atom 2 (B): 1.910, atom 3 (H): -0.623, atom 4 (H): -0.312, atom 5 (H): -0.694, atom 6 (H): -0.533, atom 7 (B): 1.522, atom 8 (H): -0.151, atom 9 (H): -0.731, atom 10 (H): -0.142, atom 11 (H): -0.322, atom 12 (B): 1.084, atom 13 (H): -0.592, atom 14 (H): -0.191, atom 15 (H): -0.108, atom 16 (H): -0.278, atom 17 (C): 1.175, atom 18 (Br): -0.086, atom 19 (Br): -0.025, atom 20 (Br): -0.012, atom 21 (H): -1.024, atom 22 (C): -0.366, atom 23 (Br): -0.087, atom 24 (Br): 0.243, atom 25 (Br): -0.075, atom 26 (H): 0.365, atom 27 (C): -0.186, atom 28 (C): 0.612, atom 29 (C): 0.215, atom 30 (S): 1.215, atom 31 (O): -0.632, atom 32 (O): -0.726, atom 33 (C): -0.924, atom 34 (H): 0.396, atom 35 (H): -0.054, atom 36 (H): -1.198, atom 37 (H): 0.376, atom 38 (H): -0.312, atom 39 (H): 0.340, atom 40 (H): 0.346, atom 41 (H): 0.400, atom 42 (C): 0.081, atom 43 (C): -1.068, atom 44 (C): -0.529, atom 45 (S): 1.111, atom 46 (O): -0.780, atom 47 (O): -0.749, atom 48 (C): 0.192, atom 49 (H): 0.575, atom 50 (H): -0.412, atom 51 (H): 0.465, atom 52 (H): 0.324, atom 53 (H): 0.057, atom 54 (H): 0.499, atom 55 (H): -0.578, atom 56 (H): 0.448, atom 57 (C): -0.080, atom 58 (C): -0.837, atom 59 (C): -0.860, atom 60 (S): 1.085, atom 61 (O): -0.495, atom 62 (O): -0.711, atom 63 (C): 0.799, atom 64 (H): 0.374, atom 65 (H): -0.207, atom 66 (H): 0.370, atom 67 (H): 0.367, atom 68 (H): 0.298, atom 69 (H): 0.449, atom 70 (H): -0.963, atom 71 (H): 0.281, atom 72 (C): -0.726, atom 73 (C): -0.721, atom 74 (C): -0.839, atom 75 (S): 1.232, atom 76 (O): -0.684, atom 77 (O): -0.621, atom 78 (C): 1.144, atom 79 (H): 0.366, atom 80 (H): 0.323, atom 81 (H): 0.199, atom 82 (H): 0.445, atom 83 (H): 0.508, atom 84 (H): 0.342, atom 85 (H): -1.037, atom 86 (H): 0.133, atom 87 (C): -0.623, atom 88 (C): -0.408, atom 89 (C): 1.569, atom 90 (S): 1.148, atom 91 (O): -0.685, atom 92 (O): -0.609, atom 93 (C): -0.897, atom 94 (H): 0.267, atom 95 (H): 0.403, atom 96 (H): 0.382, atom 97 (H): 0.077, atom 98 (H): -0.737, atom 99 (H): -0.822